(1)
A single C4H5ClO molecule at a distorted geometry. Source: the OMol25 dataset; level of theory: wB97M-V/def2-TZVPD.

Last column: natural (NBO) charge in e.
Cartesian coordinates (Å):
H1 1.76149 2.13410 -0.86345  0.21
C1 -1.39937 -0.43025 -0.36987  0.41
C2 1.22100 2.24865 0.09412  -0.32
H2 -0.25389 1.55131 1.44596  0.22
C3 0.26656 1.41401 0.52063  -0.24
Cl1 0.80885 -1.27236 0.63604  -0.14
H3 0.46486 0.19908 -1.25935  0.24
H4 1.46893 3.11188 0.76125  0.21
O1 -1.95012 -0.67560 -1.40576  -0.49
C4 -0.03649 0.22386 -0.27691  -0.22
H5 -1.90106 -0.69905 0.54113  0.13

Forces on atoms 1 to 2 (eV/Å):
-0.4000 -0.0079 0.7400
-0.3824 0.7310 -0.6150

Output
Multiplicity: 1
Lowest unoccupied orbital energy (eV): -0.1
Calculated total energy (a.u.): -690.797011
Strongest force on any atom (hartree/bohr): 0.048
HOMO-LUMO gap (eV): 10.065
HOMO (eV): -10.164
Energy relative to the best compared isomer or geometry (same formula, charge and spin) (eV): 0.655

=====

(2)
2 unconnected molecules or ions with the total composition C4H5ClO at a distorted geometry. Source: the OMol25 dataset; level of theory: wB97M-V/def2-TZVPD.

Last column: natural (NBO) charge in e.
Cartesian coordinates (Å):
C1 -0.84668 0.52330 -0.25762  -0.36
H1 0.14552 -0.00336 1.60882  0.23
H2 -1.29436 1.36458 -0.76576  0.23
C2 0.65100 0.31613 -0.55172  -0.41
H3 0.38706 1.74060 1.12773  0.22
H4 1.15781 1.07406 -1.14203  0.20
O1 1.55305 -1.98961 -0.99833  -0.46
H5 -1.44733 -0.37684 -0.18455  0.22
C3 1.11924 -0.95632 -0.75172  0.50
Cl1 -1.54541 -2.43319 1.08690  -0.01
C4 0.12010 0.74064 0.82828  -0.37

Forces on atoms 1 to 2 (eV/Å):
0.2124 0.0425 -0.0955
0.1358 -0.0312 0.0087

Output
Multiplicity: 3
Lowest unoccupied orbital energy (alpha / beta) (eV): 1.0 / -4.1
Calculated total energy (a.u.): -690.651034
Strongest force on any atom (hartree/bohr): 0.085
HOMO-LUMO gap (alpha / beta) (eV): 6.318 / 7.213
HOMO (alpha / beta) (eV): -5.329 / -11.315
Energy relative to the best compared isomer or geometry (same formula, charge and spin) (eV): 0.000

=====

(3)
A gas-phase ion, C4H5ClO2P (charge -1) at a distorted geometry. Source: the OMol25 dataset; level of theory: wB97M-V/def2-TZVPD.

Last column: natural (NBO) charge in e.
Cartesian coordinates (Å):
H1 -2.12908 2.15984 0.09642  0.21
H2 2.39140 -0.85597 0.30106  0.21
H3 -1.40914 -1.52418 -0.67319  -0.21
C1 -1.54106 1.36959 -0.20624  -0.44
P1 -0.06764 -1.44009 -0.89180  2.01
C2 0.51689 -0.01379 0.32682  -0.42
C3 -0.47146 0.97090 0.48973  0.09
O1 0.17419 -1.09318 -2.31644  -1.17
Cl1 -0.40084 1.82037 2.17547  -0.20
H4 2.18671 0.47839 1.52022  0.18
H5 -1.52669 1.01345 -1.21672  0.23
O2 0.51609 -2.70253 -0.38512  -1.17
C4 1.76064 -0.18280 0.77978  -0.31

Forces on atoms 1 to 2 (eV/Å):
-1.2420 1.3203 0.6270
0.8105 -1.6051 -0.3654

Output
Multiplicity: 1
Lowest unoccupied orbital energy (eV): 3.3
Calculated total energy (a.u.): -1107.505933
Net charge: -1
Strongest force on any atom (hartree/bohr): 0.067
HOMO-LUMO gap (eV): 8.352
HOMO (eV): -5.046
Energy relative to the best compared isomer or geometry (same formula, charge and spin) (eV): 0.000

=====

(4)
A single C4H5ClS molecule at a distorted geometry. Source: the OMol25 dataset; level of theory: wB97M-V/def2-TZVPD.

Last column: natural (NBO) charge in e.
Cartesian coordinates (Å):
H1 -0.58988 -3.08543 -1.20118  0.23
C1 -0.62549 -2.40999 -0.37807  -0.68
H2 0.03929 -2.77573 0.33460  0.24
S1 0.61123 -0.69874 -2.08984  0.05
H3 -1.63594 -2.47517 0.07421  0.22
H4 1.27346 1.08272 0.25945  0.23
C2 0.25940 0.91975 0.70132  -0.15
H5 -1.22935 -0.40608 1.20677  0.23
Cl1 -0.07951 2.04335 1.91929  0.03
C3 -0.49094 -0.11826 0.43035  -0.33
C4 -0.19057 -1.04107 -0.73099  -0.09

Forces on atoms 1 to 2 (eV/Å):
0.0216 -0.3940 -0.7538
-1.8204 -0.1486 -0.7440

Output
Multiplicity: 1
Lowest unoccupied orbital energy (eV): -0.6
Calculated total energy (a.u.): -1013.744240
Strongest force on any atom (hartree/bohr): 0.048
HOMO-LUMO gap (eV): 8.192
HOMO (eV): -8.813
Energy relative to the best compared isomer or geometry (same formula, charge and spin) (eV): 0.967

=====

(5)
A molecular structure, C4H5ClS at a distorted geometry. Source: the OMol25 dataset; level of theory: wB97M-V/def2-TZVPD.

Last column: natural (NBO) charge in e.
Cartesian coordinates (Å):
H1 -0.83464 2.37956 -1.32687  0.08
H2 2.05126 -0.64323 -0.82285  0.22
H3 -0.98415 -0.62541 -0.33079  0.21
S1 -2.09258 2.08741 -1.16020  -0.09
C1 0.18863 -1.69536 1.16016  -0.20
C2 -0.07879 -0.87768 0.10049  -0.15
H4 2.25538 -1.55995 2.11185  0.22
Cl1 -0.81701 -2.47275 2.10701  0.10
H5 1.45983 0.77292 0.33292  0.20
C3 1.36597 -0.39258 0.09847  -0.45
C4 1.47999 -1.27449 1.36919  -0.15

Forces on atoms 1 to 2 (eV/Å):
1.1405 0.2589 -0.1550
-1.3597 0.4105 1.7812

Output
Multiplicity: 1
Lowest unoccupied orbital energy (alpha / beta) (eV): -0.1 / -2.6
Calculated total energy (a.u.): -1013.601877
Strongest force on any atom (hartree/bohr): 0.095
HOMO-LUMO gap (alpha / beta) (eV): 9.282 / 5.219
HOMO (alpha / beta) (eV): -9.397 / -7.838
Energy relative to the best compared isomer or geometry (same formula, charge and spin) (eV): 4.840

=====

(6)
A single C4H5ClS2 molecule at a distorted geometry. Source: the OMol25 dataset; level of theory: wB97M-V/def2-TZVPD.

Last column: natural (NBO) charge in e.
Cartesian coordinates (Å):
C1 1.03727 -1.27054 0.64632  -0.23
H1 -1.80834 -0.20147 -0.38502  0.26
C2 -1.42631 -0.34038 0.63737  -0.64
C3 0.61451 1.72464 -1.33651  -0.42
H2 1.31465 2.66488 -1.49572  0.22
S1 -0.68177 1.22954 -2.44986  -0.05
S2 0.84431 1.42279 0.45220  0.28
H3 0.52397 -2.26808 0.68621  0.21
Cl1 2.72085 -1.61299 0.32468  0.03
H4 -1.83456 0.42308 1.43984  0.24
H5 -1.47640 -1.47552 0.90949  0.22
C4 0.17181 -0.29597 0.57100  -0.13

Forces on atoms 1 to 2 (eV/Å):
-0.9736 -3.7451 -0.6353
0.0510 0.2207 0.6046

Output
Multiplicity: 1
Lowest unoccupied orbital energy (eV): -1.0
Calculated total energy (a.u.): -1411.870891
Strongest force on any atom (hartree/bohr): 0.094
HOMO-LUMO gap (eV): 7.957
HOMO (eV): -8.938
Energy relative to the best compared isomer or geometry (same formula, charge and spin) (eV): 2.523

=====

(7)
A molecular structure, C4H5CsNaO2 at a distorted geometry. Source: the OMol25 dataset; level of theory: wB97M-V/def2-TZVPD.

Last column: natural (NBO) charge in e.
Cartesian coordinates (Å):
C1 0.96897 -1.14363 0.02870  -0.13
H1 0.66724 -1.12662 1.55167  0.13
C2 -0.03320 -1.97036 0.77970  0.05
H2 1.67562 -1.76544 -0.53935  0.22
O1 -1.29999 -1.94790 0.42168  -0.90
Cs1 -2.09739 6.54543 -0.75757  0.02
H3 -0.37273 1.03000 1.09604  0.14
Na1 -1.83306 -0.81359 -1.38742  0.95
H4 0.39044 -2.95818 1.07160  0.16
O2 -0.31992 2.29454 -0.52746  -0.66
C3 0.81021 0.19093 -0.47461  -0.51
C4 0.01395 1.18713 0.06930  0.30
H5 1.42987 0.47771 -1.33227  0.23

Forces on atoms 1 to 2 (eV/Å):
-1.6512 0.3770 -1.7795
-0.7695 -0.7391 0.6919

Output
Multiplicity: 2
Lowest unoccupied orbital energy (alpha / beta) (eV): -0.9 / -0.9
Calculated total energy (a.u.): -488.148197
Strongest force on any atom (hartree/bohr): 0.090
HOMO-LUMO gap (alpha / beta) (eV): 2.406 / 6.773
HOMO (alpha / beta) (eV): -3.304 / -7.681

=====

(8)
A molecular structure, C4H5CuLiO7 at a distorted geometry. Source: the OMol25 dataset; level of theory: wB97M-V/def2-TZVPD.

Last column: natural (NBO) charge in e.
Cartesian coordinates (Å):
C1 -1.01967 0.33374 -1.07887  -0.04
C2 -0.19104 -0.78347 -0.45263  -0.08
O1 0.51476 -2.97330 -2.79992  -0.82
H1 -0.43811 -0.84084 0.61887  0.18
O2 -0.77828 1.57442 2.80613  -0.82
C3 0.02696 2.47600 2.43631  0.93
Cu1 2.51571 -4.51490 -2.75768  0.85
O3 1.10792 2.67472 3.24855  -0.72
O4 -0.43836 3.48242 1.82007  -0.82
O5 -0.78732 1.51013 -0.41289  -1.02
H2 -0.74016 0.41009 -2.15452  0.10
H3 1.79070 3.11397 2.72863  0.47
H4 -2.07086 -0.03360 -1.11288  0.09
O6 1.40020 -3.19658 -0.78912  -0.82
C4 0.50250 -2.76849 -1.55805  0.97
Li1 -1.77317 2.11249 1.10169  0.93
H5 0.88055 -0.55387 -0.55541  0.17
O7 -0.50231 -2.02292 -1.08829  -0.55

Forces on atoms 1 to 2 (eV/Å):
0.4023 0.4555 -0.2091
0.2426 0.6095 0.6572

Output
Multiplicity: 1
Lowest unoccupied orbital energy (eV): -0.1
Calculated total energy (a.u.): -2330.166119
Net charge: -1
Strongest force on any atom (hartree/bohr): 0.114
HOMO-LUMO gap (eV): 3.517
HOMO (eV): -3.646
Energy relative to the best compared isomer or geometry (same formula, charge and spin) (eV): 2.415